Entry 1:
A molecular structure, C35H32AsF12HfN3O8SSi, computed with the ωB97M-V functional and the def2-TZVPD basis.

Results
energy relative to the best compared isomer or geometry (same formula, charge and spin) = 0.0 kcal per mole
HOMO level = -2.2 eV
molar mass = 1164.2 g mol⁻¹
frontier orbital gap = 6.516 eV
charge = -2
E_LUMO = 4.3 eV

Atoms and positions in Å:
Hf: -0.0290 -1.0579 0.4439
C: -6.0567 0.9589 -2.6158
C: -4.6407 0.5031 -2.4060
C: -3.6153 0.8726 -3.2567
C: -2.3210 0.4509 -3.0281
C: -1.9632 -0.3337 -1.9136
N: -0.6664 -0.6459 -1.6033
C: 0.4479 -0.2098 -2.3411
C: 0.5973 1.1069 -2.8027
C: 1.7500 1.5340 -3.4238
C: 2.8220 0.6687 -3.6129
C: 4.1055 1.1428 -4.2337
C: 2.6870 -0.6326 -3.1588
C: 1.5380 -1.0880 -2.5146
C: 1.3907 -2.5400 -2.0368
O: 0.8480 -2.6635 -0.8040
C: 0.5569 -3.2484 -3.1739
F: -0.6518 -2.7232 -3.3616
F: 1.1730 -3.1494 -4.3869
F: 0.3983 -4.5668 -2.9382
C: 2.7601 -3.3095 -1.9845
F: 3.7031 -2.6000 -1.3352
F: 2.6318 -4.4690 -1.3268
F: 3.3196 -3.6243 -3.1823
C: -3.0437 -0.8784 -1.1423
C: -4.3232 -0.3991 -1.3949
C: -2.8795 -2.1242 -0.2165
O: -1.7246 -2.2459 0.4825
C: -3.0065 -3.4230 -1.1140
F: -1.8176 -3.8454 -1.5085
F: -3.5667 -4.4659 -0.4482
F: -3.7669 -3.2482 -2.2213
C: -4.0687 -2.2207 0.8020
F: -4.3357 -1.0293 1.3815
F: -3.8285 -3.0932 1.7660
F: -5.2511 -2.6051 0.2250
H: -6.0909 1.8502 -3.2460
H: -6.6676 0.1914 -3.1011
H: -6.5454 1.2066 -1.6711
H: -3.8197 1.5045 -4.1164
H: -1.5549 0.7367 -3.7304
H: -0.1924 1.8157 -2.6047
H: 1.8317 2.5684 -3.7415
H: 3.9214 1.7850 -5.0987
H: 4.7026 1.7164 -3.5205
H: 4.7137 0.3007 -4.5663
H: 3.5146 -1.3104 -3.3126
H: -5.1512 -0.7685 -0.8119
C: 3.3084 -2.7604 1.4074
C: 3.4132 -1.3265 0.9935
C: 4.6170 -0.6401 1.0469
C: 4.6038 0.7261 0.7781
C: 3.4323 1.3803 0.4787
C: 2.2350 0.6290 0.4284
N: 2.2923 -0.7118 0.6302
N: 0.9741 1.0429 0.2213
Si: 0.4050 2.6660 0.3898
C: 1.2591 3.9537 -0.7207
C: -1.3976 2.7841 -0.1375
C: 0.6785 3.2572 2.1685
H: 4.2272 -3.2979 1.1655
H: 2.4708 -3.2535 0.9164
H: 3.1560 -2.8068 2.4873
H: 5.5221 -1.1571 1.3321
H: 5.5295 1.2912 0.8236
H: 3.4182 2.4435 0.3006
H: 1.0916 3.7371 -1.7755
H: 2.3288 4.0826 -0.5692
H: 0.7810 4.9142 -0.5003
H: -1.4707 3.1829 -1.1523
H: -1.9380 3.4664 0.5242
H: -1.9079 1.8256 -0.1038
H: 1.3576 4.1134 2.2002
H: 1.1154 2.4664 2.7789
H: -0.2575 3.5581 2.6431
O: -3.2750 1.3303 2.9533
As: -2.0291 0.0544 2.9694
O: -2.5564 -1.3596 3.5572
O: -1.4504 0.2325 1.3747
C: -0.8453 0.8215 4.2929
C: -1.3148 1.9226 5.0108
C: -0.6500 2.3780 6.1355
C: 0.4928 1.7248 6.5721
C: 0.9761 0.6428 5.8596
C: 0.3140 0.1944 4.7200
S: 1.2128 -1.0628 3.8254
O: 2.4397 -0.3762 3.4962
O: 1.3366 -2.2278 4.6621
O: 0.3712 -1.3505 2.6229
H: -3.7543 1.2507 2.1189
H: -2.2189 2.4145 4.6781
H: -1.0269 3.2382 6.6751
H: 1.0127 2.0658 7.4591
H: 1.8859 0.1455 6.1686

Atom charges from the Mulliken analysis, given in e for atoms 1 to 5: atom 1 (Hf): 1.636, atom 2 (C): -1.669, atom 3 (C): 0.465, atom 4 (C): -1.465, atom 5 (C): -0.560

Entry 2:
A single C19H26N4O2 molecule, computed with the ωB97M-V functional and the def2-TZVPD basis.

Results
energy relative to the best compared isomer or geometry (same formula, charge and spin) = 47.9 kcal per mole
HOMO level = -7.8 eV
molar mass = 342.4 g mol⁻¹
frontier orbital gap = 8.503 eV
charge = 0
E_LUMO = 0.7 eV
SMILES = CCCc1c(C)nc(N2CCN(c3ccccc3OC)CC2)[nH]c1=O

Atoms and positions in Å:
C: 1.7580 -2.0378 -6.0409
C: 1.0169 -2.0541 -4.7107
C: 1.3746 -0.8361 -3.8514
C: 0.6203 -0.8461 -2.5541
C: -0.6016 -0.2577 -2.3685
C: -1.3037 0.5046 -3.4519
N: -1.2738 -0.2886 -1.1943
C: -0.7497 -0.9263 -0.1805
N: -1.4218 -0.9794 0.9881
C: -0.8492 -1.5368 2.1977
C: -1.5359 -0.9104 3.4246
N: -1.6164 0.5229 3.2747
C: -0.4085 1.2139 3.5186
C: -0.0560 1.3758 4.8541
C: 1.1008 2.0323 5.2291
C: 1.9293 2.5527 4.2538
C: 1.6066 2.4006 2.9163
C: 0.4554 1.7257 2.5287
O: 0.1167 1.5045 1.2210
C: 0.9288 2.0349 0.2032
C: -2.4664 0.9115 2.1608
C: -2.6461 -0.2269 1.1416
N: 0.4419 -1.5719 -0.2931
C: 1.2174 -1.5659 -1.4619
O: 2.2898 -2.1453 -1.4528
H: 2.8328 -2.0416 -5.8751
H: 1.4987 -2.9118 -6.6344
H: 1.5020 -1.1468 -6.6114
H: -0.0609 -2.0714 -4.8910
H: 1.2770 -2.9577 -4.1567
H: 1.1689 0.0796 -4.4083
H: 2.4418 -0.8765 -3.6234
H: -2.2589 0.8582 -3.0753
H: -1.4717 -0.1282 -4.3201
H: -0.7063 1.3590 -3.7668
H: -0.9607 -2.6302 2.2122
H: 0.2170 -1.2878 2.2544
H: -0.9590 -1.1518 4.3188
H: -2.5466 -1.3069 3.5491
H: -0.7234 0.9767 5.6031
H: 1.3465 2.1438 6.2739
H: 2.8342 3.0751 4.5243
H: 2.2775 2.7964 2.1705
H: 1.9296 1.5909 0.2123
H: 0.4305 1.7730 -0.7290
H: 1.0099 3.1237 0.2781
H: -2.0494 1.7898 1.6723
H: -3.4528 1.1807 2.5638
H: -3.4382 -0.9094 1.4677
H: -2.9021 0.1725 0.1619
H: 0.8365 -2.0952 0.4770

Atom charges from the natural (NBO) analysis, given in e for atoms 1 to 5: atom 1 (C): -0.603, atom 2 (C): -0.382, atom 3 (C): -0.418, atom 4 (C): -0.232, atom 5 (C): 0.289

Entry 3:
A molecular structure, C20H22I2N5O5STm, computed with the ωB97M-V functional and the def2-TZVPD basis.

Results
HOMO level (spin up / spin down) = -6.2 / -6.2 eV
molar mass = 867.2 g mol⁻¹
2S+1 = 3
frontier orbital gap (spin up / spin down) = 5.617 / 5.623 eV
charge = 0
<S²> = 2.002
E_LUMO (spin up / spin down) = -0.6 / -0.6 eV

Atoms and positions in Å:
Tm: 12.2508 10.4618 9.8287
O: 13.9776 10.2181 13.8111
C: 13.6469 10.6685 12.7257
O: 12.6082 10.5268 12.0122
C: 14.6890 11.6869 11.7055
O: 15.5547 12.3817 12.1699
O: 14.2371 11.4564 10.5425
I: 10.9060 15.4721 9.4812
C: 11.8098 14.2799 8.0108
C: 12.6071 14.8646 6.9982
C: 13.3003 14.1162 6.0443
I: 14.3224 15.1174 4.4869
C: 13.3238 12.7001 6.1309
C: 14.0433 11.8217 5.2899
C: 14.1308 10.4581 5.5634
C: 13.4663 9.9509 6.6879
N: 12.8029 10.7490 7.5093
C: 12.5717 12.0932 7.1877
C: 11.8017 12.8627 8.1559
O: 11.2312 12.2509 9.1536
H: 12.7076 15.9620 6.9470
H: 14.4996 12.2045 4.3851
H: 14.6856 9.8316 4.8563
H: 13.4455 8.8709 6.9248
C: 9.8152 6.2409 8.8704
N: 11.1878 6.7365 8.8444
C: 11.9196 7.0508 9.9224
S: 13.3716 7.9593 9.7360
N: 11.3504 6.8124 11.1195
C: 12.0116 7.0644 12.3905
H: 9.4352 6.2346 7.8388
H: 9.1686 6.8660 9.4963
H: 9.8047 5.2174 9.2497
H: 11.5989 6.9231 7.9754
H: 10.4027 6.4400 11.1129
H: 13.0512 7.3035 12.1892
H: 11.9425 6.2129 13.0782
H: 11.5976 7.9188 12.8972
N: 10.2267 9.6704 10.3035
C: 9.3271 10.4654 10.4895
N: 8.3368 11.2476 10.7021
C: 7.8914 12.3548 9.8232
C: 6.4833 12.1044 9.2498
C: 5.7009 10.9920 9.9905
C: 5.9969 10.9902 11.5303
C: 7.5046 11.0675 11.9186
H: 8.6728 12.4788 9.0631
H: 7.8577 13.2674 10.4446
H: 6.5739 11.8320 8.1950
H: 5.9292 13.0557 9.3272
H: 5.8995 10.0080 9.5660
H: 4.6341 11.2176 9.8747
H: 5.5752 10.0925 11.9823
H: 5.4801 11.8103 12.0143
H: 7.8383 10.1225 12.3680
H: 7.6947 11.8535 12.6403

Atom charges from the natural (NBO) analysis, given in e for atoms 1 to 5: atom 1 (Tm): 1.935, atom 2 (O): -0.656, atom 3 (C): 0.695, atom 4 (O): -0.878, atom 5 (C): 0.716

Entry 4:
A molecular structure, C6CrF18N3O12S6, computed with the ωB97M-V functional and the def2-TZVPD basis.

Results
energy relative to the best compared isomer or geometry (same formula, charge and spin) = 0.9 kcal per mole
HOMO level (spin up / spin down) = -1.0 / -5.0 eV
molar mass = 892.4 g mol⁻¹
2S+1 = 6
frontier orbital gap (spin up / spin down) = 5.672 / 9.716 eV
charge = -2
<S²> = 8.755
E_LUMO (spin up / spin down) = 4.7 / 4.7 eV

Atoms and positions in Å:
Cr: -20.2296 -18.4666 -9.8262
C: -19.9068 -17.5624 -5.7835
F: -18.6389 -17.1051 -5.7552
F: -20.3565 -17.5988 -4.5910
F: -20.5666 -16.6150 -6.4884
S: -20.0498 -19.2451 -6.6692
O: -19.5008 -20.3690 -5.9616
O: -21.4603 -19.3637 -7.0668
N: -19.2587 -18.9413 -8.1729
S: -17.7887 -19.5171 -7.8640
O: -17.2500 -19.1391 -6.5839
O: -17.6736 -20.9484 -8.1761
C: -16.6867 -18.5648 -9.2519
F: -16.6607 -17.3034 -8.9274
F: -15.5174 -19.0794 -9.4079
F: -17.2858 -18.6424 -10.4272
C: -22.0066 -19.0779 -13.8714
F: -22.6260 -20.2132 -13.6133
F: -21.8934 -18.9921 -15.1644
F: -22.8649 -18.1035 -13.4982
S: -20.2947 -18.9287 -13.0633
O: -19.3022 -19.6081 -13.9006
O: -19.9729 -17.5160 -12.7836
N: -20.4137 -19.7162 -11.4808
S: -19.9838 -21.2361 -11.8082
O: -20.5881 -21.8447 -13.0169
O: -18.5715 -21.5640 -11.5632
C: -20.8752 -22.3570 -10.4934
F: -22.2112 -22.1398 -10.6237
F: -20.6227 -23.6272 -10.8680
F: -20.4543 -22.0066 -9.2427
C: -21.3588 -14.8372 -11.4267
F: -22.1063 -15.5020 -12.2335
F: -20.1840 -14.3966 -12.0145
F: -22.0934 -13.7414 -11.1672
S: -20.9549 -15.7393 -9.8726
O: -19.5914 -16.2114 -10.0244
O: -21.1046 -14.7598 -8.8516
N: -21.7944 -17.2260 -9.7607
S: -23.1319 -16.9413 -9.2254
O: -23.1316 -16.5322 -7.7709
O: -23.9036 -16.0209 -10.0831
C: -24.1146 -18.6337 -9.1481
F: -25.0528 -18.5995 -10.1220
F: -23.3086 -19.6618 -9.3655
F: -24.7087 -18.8154 -7.9778

Atom charges from the natural (NBO) analysis, given in e for atoms 1 to 5: atom 1 (Cr): 0.825, atom 2 (C): 0.768, atom 3 (F): -0.318, atom 4 (F): -0.296, atom 5 (F): -0.303

Entry 5:
2 unconnected molecules or ions with the total composition C4H11N3O2, computed with the ωB97M-V functional and the def2-TZVPD basis.

Results
energy relative to the best compared isomer or geometry (same formula, charge and spin) = 64.6 kcal per mole
HOMO level = -8.9 eV
molar mass = 133.2 g mol⁻¹
frontier orbital gap = 9.407 eV
charge = 0
E_LUMO = 0.5 eV
SMILES = [H]/N=C(/N)NC.CC(=O)O

Atoms and positions in Å:
H: 1.6177 -1.8380 -2.7991
N: 1.8367 -1.7968 -1.8285
C: 1.1864 -1.2325 -0.9235
N: 1.8308 -1.0528 0.3380
N: -0.2320 -0.9514 -0.9361
C: -1.0195 -1.6538 -2.0364
H: 2.4106 -1.8981 0.4646
H: 2.1748 -0.1717 0.4392
H: -0.6474 -1.1802 -0.0206
H: -1.5390 -2.5379 -1.8637
H: -0.5605 -1.7763 -2.9814
H: -1.9828 -0.9392 -2.1313
C: -0.5259 2.1518 0.1163
C: -0.8917 1.8707 1.5483
O: -0.3066 2.3367 2.5142
O: -1.5810 0.5840 1.5149
H: 0.4740 2.0028 -0.1991
H: -0.8190 3.1860 -0.1468
H: -1.2013 1.5158 -0.5508
H: -1.3699 0.0608 2.3138

Atom charges from the natural (NBO) analysis, given in e for atoms 1 to 5: atom 1 (H): 0.363, atom 2 (N): -0.763, atom 3 (C): 0.590, atom 4 (N): -0.889, atom 5 (N): -0.651

Entry 6:
A molecular structure, C38H33Cl4N7O3Pb, computed with the ωB97M-V functional and the def2-TZVPD basis.

Results
HOMO level = -12.6 eV
molar mass = 984.7 g mol⁻¹
frontier orbital gap = 5.261 eV
charge = +2
E_LUMO = -7.3 eV

Atoms and positions in Å:
Pb: -0.3971 0.8346 -0.4247
C: 1.7311 3.0266 1.0817
C: 0.5988 4.0554 1.1716
C: -0.2691 4.3190 -0.0360
C: -0.7651 5.6055 -0.2384
C: -1.6587 5.8488 -1.2658
C: -2.0308 4.7979 -2.0956
C: -1.4811 3.5583 -1.8525
N: -0.6323 3.3161 -0.8453
N: 1.3879 1.5897 1.2735
C: 0.9370 1.3114 2.6462
C: 0.1593 0.0241 2.8110
C: 0.0797 -0.5859 4.0570
C: -0.7869 -1.6519 4.2360
C: -1.5526 -2.0881 3.1626
C: -1.3814 -1.4602 1.9443
N: -0.5397 -0.4382 1.7703
C: 2.5995 0.7950 1.0109
C: 2.9825 0.7803 -0.4452
C: 4.3062 0.8600 -0.8469
C: 4.6098 0.7526 -2.1963
C: 3.5767 0.5721 -3.1031
C: 2.2806 0.5315 -2.6225
N: 1.9885 0.6370 -1.3253
H: 2.4696 3.3027 1.8445
H: 2.2164 3.1087 0.1075
H: 1.0525 5.0002 1.4691
H: -0.0845 3.7858 1.9754
H: -0.4591 6.4132 0.4135
H: -2.0609 6.8405 -1.4235
H: -2.7249 4.9364 -2.9123
H: -1.7398 2.7020 -2.4701
H: 0.2512 2.0996 2.9486
H: 1.7828 1.3266 3.3433
H: 0.6722 -0.2120 4.8821
H: -0.8710 -2.1297 5.2031
H: -2.2710 -2.8903 3.2626
H: -1.9487 -1.7762 1.0751
H: 2.4073 -0.2388 1.3172
H: 3.4398 1.1719 1.6056
H: 5.0921 1.0046 -0.1172
H: 5.6358 0.8045 -2.5353
H: 3.7676 0.4725 -4.1620
H: 1.4397 0.4075 -3.2950
Cl: -7.5699 2.9400 1.4425
C: -5.8908 2.7161 1.4807
C: -5.1020 3.4975 2.4518
Cl: -5.9148 4.5678 3.4803
C: -3.7537 3.3646 2.5321
Cl: -2.8179 4.2663 3.6487
C: -3.0454 2.4379 1.6769
O: -1.8521 2.2302 1.7533
C: -3.8543 1.6738 0.6199
O: -3.2597 0.9688 -0.1615
C: -5.2971 1.8445 0.6289
Cl: -6.1879 0.9329 -0.5076
C: 5.1490 -3.7410 -0.6300
C: 3.6687 -3.8792 -0.4052
C: 3.0905 -3.5753 0.8243
C: 1.7331 -3.7457 1.0410
C: 0.9086 -4.2303 0.0261
N: -0.4496 -4.4369 0.3459
C: -1.5519 -4.8172 -0.3842
O: -2.4693 -5.3985 0.1489
N: -1.6036 -4.5326 -1.7569
C: -1.4835 -3.2959 -2.3798
C: -1.9798 -3.1283 -3.6765
C: -1.8757 -1.8973 -4.2924
C: -1.3080 -0.8408 -3.5968
N: -0.8584 -0.9799 -2.3532
C: -0.9293 -2.1743 -1.7672
C: 1.4728 -4.5242 -1.2129
C: 2.8313 -4.3446 -1.4157
H: 5.6775 -3.5728 0.3075
H: 5.3618 -2.9059 -1.2983
H: 5.5582 -4.6381 -1.0949
H: 3.7203 -3.2385 1.6404
H: 1.3110 -3.5416 2.0201
H: -0.6174 -4.6187 1.3243
H: -2.2668 -5.1485 -2.2048
H: -2.4574 -3.9591 -4.1818
H: -2.2518 -1.7533 -5.2955
H: -1.2214 0.1423 -4.0478
H: -0.5473 -2.2237 -0.7561
H: 0.8654 -4.9485 -1.9995
H: 3.2586 -4.6132 -2.3749

Atom charges from the Mulliken analysis, given in e for atoms 1 to 5: atom 1 (Pb): 1.751, atom 2 (C): -1.064, atom 3 (C): -0.952, atom 4 (C): 0.766, atom 5 (C): -1.028

Among the records above, which one has the highest charge?
C38H33Cl4N7O3Pb

Among the records above, which one has the lowest molar mass?
C4H11N3O2